{
  "formula": "C2H6N2Si2",
  "method": "ωB97M-V/def2-TZVPD",
  "symbols": ["Si", "Si", "N", "N", "C", "C", "H", "H", "H", "H", "H", "H"],
  "coordinates": [[-2.5771, 0.3573, 0.3701], [1.3449, -1.2400, -0.4205], [2.4043, -2.3805, 0.1099], [-1.9307, 0.7441, -1.0318], [1.4776, 0.5305, 0.2877], [1.6893, 1.6987, 0.6350], [0.0617, -1.1320, -0.9724], [-2.3597, -1.1929, 0.5735], [2.8332, -3.1681, -0.2821], [-1.8272, 1.6940, -1.4619], [1.6962, 2.8426, 0.6709], [-2.8126, 1.2464, 1.5216]],
  "forces_ev_per_a": [[1.394, -1.541, -0.294], [3.023, -0.270, 2.764], [-2.157, 3.598, -0.678], [-0.150, 1.434, -0.866], [0.920, 1.020, 0.542], [-0.840, -0.044, -1.303], [-1.267, -0.514, -1.065], [-0.644, 1.596, 0.238], [0.163, -1.297, -0.554], [-0.219, -1.323, 0.803], [0.147, -2.493, 0.283], [-0.369, -0.166, 0.129]],
  "gap_ev": 8.82,
  "multiplicity": 1,
  "smiles": "[H]/N=[SiH]/C#C.N=[SiH2]",
  "e_homo_ev": -9.289
}

{
  "formula": "C2H6N3",
  "method": "ωB97M-V/def2-TZVPD",
  "symbols": ["N", "N", "N", "C", "C", "H", "H", "H", "H", "H", "H"],
  "coordinates": [[1.1157, 1.6663, 0.0151], [-1.9766, 0.7542, -0.2093], [0.3631, 0.6738, 0.1980], [-0.9660, 0.6899, 0.5476], [0.8679, -0.6590, 0.2375], [1.9374, -0.5708, 0.6881], [2.1082, 1.5904, 0.1397], [0.1204, -1.3763, 0.8954], [-2.9345, 0.6813, 0.2805], [-1.9449, 0.6975, -1.2741], [0.8670, -1.0113, -0.8399]],
  "forces_ev_per_a": [[-3.312, 0.919, 0.227], [-1.705, -0.734, -1.108], [1.520, 1.507, -0.607], [0.028, 1.008, 1.117], [0.648, -3.394, 1.240], [-1.957, -0.722, -0.825], [0.666, -1.303, -0.059], [2.167, 1.886, -1.634], [1.890, 0.258, -1.285], [-0.213, 0.373, 1.627], [0.268, 0.201, 1.308]],
  "gap_ev": 9.11,
  "multiplicity": 1,
  "total_charge": 1,
  "e_homo_ev": -14.705
}

{
  "formula": "C2H6N3O",
  "method": "ωB97M-V/def2-TZVPD",
  "symbols": ["O", "N", "N", "N", "C", "C", "H", "H", "H", "H", "H", "H"],
  "coordinates": [[3.7569, -0.4846, -0.0353], [1.6526, 0.1852, -0.0492], [-0.5681, -0.0137, -0.0727], [2.8885, 0.3219, -0.0273], [0.3447, -1.1491, 0.0922], [0.5146, 1.0934, 0.0453], [-0.8274, 0.0693, -1.0897], [0.2646, -1.6009, 1.1762], [-1.1993, 0.0932, 0.7367], [0.2164, 1.5085, 1.0312], [0.3065, 1.7558, -0.8385], [0.2306, -1.8420, -0.6516]],
  "forces_ev_per_a": [[-0.711, -0.968, 0.065], [-4.051, -4.282, 0.261], [1.835, 1.222, -1.046], [1.213, 2.906, -0.009], [2.125, 1.287, 4.074], [-1.501, 0.691, -0.134], [-1.162, -0.429, 1.672], [0.456, 0.969, -2.310], [-0.661, -0.125, -1.343], [1.353, 0.518, -0.568], [0.899, -0.050, 1.167], [0.207, -1.739, -1.830]],
  "gap_ev": [8.50, 8.50],
  "multiplicity": 1,
  "total_charge": 1,
  "e_homo_ev": [-13.251, -13.252]
}

{
  "formula": "C2H6N3O",
  "method": "ωB97M-V/def2-TZVPD",
  "symbols": ["O", "N", "N", "N", "C", "C", "H", "H", "H", "H", "H", "H"],
  "coordinates": [[3.0682, -0.4424, -0.0518], [-1.1958, 0.0693, -0.0633], [2.1944, 0.3587, -0.0208], [1.0154, 0.1821, -0.0193], [-0.1031, 1.1083, 0.0446], [-0.3778, -1.1961, 0.0460], [-2.0479, -0.0421, 0.5738], [-0.3721, -1.9685, -0.8200], [-0.2175, 1.7669, 1.0390], [-0.2593, 1.7287, -0.7394], [-1.5029, 0.0170, -0.9874], [-0.2017, -1.5821, 0.9985]],
  "forces_ev_per_a": [[0.418, -0.830, -0.060], [0.064, -2.532, 2.287], [3.500, 2.119, 0.110], [-6.943, -3.158, -0.159], [-0.389, 0.440, 4.759], [3.118, 0.727, -2.602], [1.456, 1.099, -0.721], [-0.360, 1.782, 1.495], [0.450, -1.723, -2.013], [0.168, 2.081, -2.599], [-1.132, 0.464, -2.011], [-0.351, -0.468, 1.514]],
  "gap_ev": [7.96, 7.97],
  "multiplicity": 1,
  "total_charge": 1,
  "e_homo_ev": [-13.102, -13.108]
}

{
  "formula": "C2H6N3S2",
  "method": "ωB97M-V/def2-TZVPD",
  "symbols": ["S", "S", "N", "N", "N", "C", "C", "H", "H", "H", "H", "H", "H"],
  "coordinates": [[-1.3162, -1.6359, -2.3351], [2.2849, -0.1363, -0.6393], [1.2424, 0.0334, 1.6855], [2.3373, -0.6294, 0.8336], [-0.8214, 1.0805, 1.4399], [0.3640, 0.7267, 0.8636], [0.9037, 0.8510, -0.3858], [-2.5887, -1.3697, -2.7997], [0.9650, -0.4566, 2.5265], [-1.4536, 1.8124, 1.1947], [-0.9103, 0.6927, 2.3571], [-1.2744, -2.2311, -3.5497], [0.2672, 1.2625, -1.1915]],
  "forces_ev_per_a": [[-1.363, -0.098, -1.251], [-2.422, 1.801, 1.074], [2.664, -1.646, -4.947], [-2.081, 0.683, 4.382], [1.435, -0.779, -0.342], [0.313, -0.575, 2.292], [-0.905, 0.299, -2.778], [0.621, 0.240, 0.958], [0.479, -0.193, 0.115], [0.046, 0.328, -0.525], [-0.541, 0.221, 0.386], [0.775, -0.115, 0.332], [0.979, -0.167, 0.302]],
  "gap_ev": 7.03,
  "multiplicity": 1,
  "total_charge": 1,
  "e_homo_ev": -12.839
}

{
  "formula": "C2H6N4",
  "method": "ωB97M-V/def2-TZVPD",
  "symbols": ["N", "N", "N", "N", "C", "C", "H", "H", "H", "H", "H", "H"],
  "coordinates": [[-1.0815, -1.9920, -0.8413], [0.6524, 1.4968, 0.4992], [-0.0476, 2.6890, 0.5831], [0.7125, -0.7290, -0.0768], [0.1439, -1.8837, -0.5403], [0.0085, 0.4638, 0.1165], [0.8849, -2.6951, -0.6268], [1.7236, -0.6826, 0.0427], [-1.2833, -2.9550, -1.1128], [-1.0314, 2.5641, 0.7687], [0.3820, 3.2930, 1.2809], [-1.0640, 0.4307, -0.0928]],
  "forces_ev_per_a": [[-0.259, -0.289, 0.066], [-0.298, -0.675, -0.223], [0.313, 0.266, 0.099], [0.256, 0.344, 0.083], [0.555, -0.312, -0.072], [0.485, 0.583, 0.164], [-0.234, 0.202, 0.063], [-0.611, -0.022, -0.027], [0.017, 0.328, -0.025], [-0.274, 0.015, 0.124], [-0.170, -0.345, -0.253], [0.221, -0.094, 0.001]],
  "gap_ev": 9.13,
  "multiplicity": 1,
  "smiles": "[H]/N=C/N/C=N/N",
  "e_homo_ev": -8.132
}

{
  "formula": "C2H6N4O",
  "method": "ωB97M-V/def2-TZVPD",
  "symbols": ["O", "N", "N", "N", "N", "C", "C", "H", "H", "H", "H", "H", "H"],
  "coordinates": [[-2.5094, -0.1036, -0.6910], [0.0570, 0.9606, 1.2253], [0.8426, 0.6356, -0.4298], [1.8508, -0.2142, -0.5747], [-0.2953, -1.3404, 0.5029], [-1.5499, 0.5966, -0.5143], [-0.3021, 0.0561, 0.2110], [-0.3886, -1.8964, -0.3418], [1.9017, -0.9588, 0.1287], [2.6799, 0.1993, -0.9809], [-1.0644, -1.5464, 1.1292], [0.2667, 1.9484, 1.1122], [-1.4891, 1.6632, -0.7768]],
  "forces_ev_per_a": [[-0.341, 0.398, -0.184], [2.744, -0.652, 1.548], [-0.976, -0.867, 0.410], [0.205, -0.135, 0.535], [0.487, 0.391, 0.460], [0.139, -1.330, 0.240], [-1.068, 2.008, -2.369], [-0.244, 0.241, 0.053], [0.190, 0.136, -0.550], [0.004, -0.046, 0.668], [0.066, -0.103, -0.054], [-1.116, -0.176, -0.652], [-0.090, 0.134, -0.105]],
  "gap_ev": [8.78, 8.78],
  "multiplicity": 1,
  "e_homo_ev": [-8.420, -8.417]
}

{
  "formula": "C2H6N4O",
  "method": "ωB97M-V/def2-TZVPD",
  "symbols": ["O", "N", "N", "N", "N", "C", "C", "H", "H", "H", "H", "H", "H"],
  "coordinates": [[0.0603, -0.3783, 1.9835], [-1.1367, -1.9672, -1.4882], [1.1393, 1.7383, -0.4795], [0.5147, 0.9096, 1.4371], [-0.4517, 0.1033, -0.6617], [0.4638, 0.7286, 0.1264], [-0.8271, -1.3203, -0.3185], [-1.0892, -3.0522, -1.2999], [-0.8895, -1.5304, 0.8123], [-0.3572, 0.1353, -1.8154], [1.5151, 2.4838, -0.0631], [-0.7117, 0.4682, 3.0763], [1.7699, 1.6812, -1.3092]],
  "forces_ev_per_a": [[-3.111, 5.072, 4.786], [2.130, -0.821, 5.311], [0.646, -1.085, -5.662], [0.716, -3.663, -1.701], [-0.400, -4.128, -2.330], [-0.010, 3.582, 1.911], [-1.119, 0.161, -4.994], [-0.912, 2.621, -0.191], [0.360, -0.029, -2.188], [-0.020, 0.059, 4.195], [1.076, 2.907, 3.406], [2.176, -3.526, -3.156], [-1.531, -1.150, 0.613]],
  "gap_ev": 7.44,
  "multiplicity": 1,
  "e_homo_ev": -8.139
}

Number 1: E_tot -20901.404 eV. Number 2: E_tot -6630.233 eV. Number 3: E_tot -8675.887 eV. Number 4: E_tot -8675.599 eV. Number 5: E_tot -28302.842 eV. Number 6: E_tot -8130.521 eV. Number 7: E_tot -10175.061 eV. Number 8: E_tot -10171.646 eV.